Record 1
C50H27Cl9N4SSiTa as an isolated structure at a distorted geometry, computed with ωB97M-V/def2-TZVPD.

Summary:
Charge ... +1
Highest occupied orbital energy ... -10.16 eV
Multiplicity ... 1

```
93
Properties=species:S:1:pos:R:3:forces:R:3
C 6.3712 -2.2894 0.9738 0.205 -0.064 -0.063
H -4.9865 2.2648 -2.4073 0.066 0.030 -0.122
C -4.1181 -1.1483 -0.3438 0.274 -0.217 0.026
C -1.7333 -6.6613 0.4368 -0.037 -0.182 -0.065
H -0.8530 -4.9866 1.4282 0.062 0.020 0.119
H 5.1320 -0.6847 -2.2950 -0.017 0.069 -0.139
C 2.9391 0.5291 -0.6763 0.619 -0.582 0.013
H -2.3142 -4.2591 -2.5196 -0.022 0.090 -0.100
C -5.5061 1.4396 0.8264 0.090 0.147 -0.184
C 0.8920 4.9651 -3.3397 0.166 -0.089 0.206
C -0.5021 3.0354 -1.3642 0.264 0.301 -0.149
N -1.0789 1.9057 -0.8648 0.938 -1.302 0.800
C 3.9342 1.4972 -1.0239 -0.315 0.215 0.072
H -3.0119 -6.6177 -2.6954 -0.049 -0.035 -0.076
H 4.3842 -2.0086 1.6941 -0.106 0.014 0.130
C 0.2606 -1.5365 3.6516 0.799 0.130 0.560
C 6.7965 -1.5332 -1.2698 0.180 -0.046 0.039
Si -1.3223 1.8166 2.3395 0.996 0.010 -0.511
C -7.4859 2.3733 -0.1494 0.322 -0.079 0.022
C 2.3599 6.7114 -1.7597 0.049 0.147 -0.144
H 4.9927 1.3341 -0.9860 0.135 -0.018 -0.057
C 2.4732 -3.1931 -0.4566 -0.355 -0.039 0.027
N 1.6928 1.0892 -0.7522 -1.104 -0.695 0.684
C -2.1571 -4.9296 -1.6886 0.128 0.023 0.149
H 7.4715 -1.4140 -2.1010 0.110 -0.010 -0.096
H -7.3383 2.9410 -2.2101 -0.075 0.041 -0.052
C 5.0588 -1.8757 0.8628 -0.063 0.129 -0.120
C 4.6034 -1.2674 -0.3041 0.283 -0.028 -0.050
H 3.4514 -3.6224 -0.5330 0.178 -0.105 -0.042
C 0.2699 -2.8110 -0.3875 -0.520 -0.323 -0.134
Cl 8.8809 -2.6262 0.0434 0.140 -0.049 0.019
C -1.5404 -4.4640 -0.5304 -0.078 -0.211 0.029
C 1.9877 7.0714 -3.0471 -0.118 -0.254 0.111
H 0.3292 4.2717 -3.9456 -0.076 -0.026 -0.137
H 1.0809 -4.8715 -0.6125 -0.035 -0.195 -0.060
S 1.9443 0.0316 2.1482 -0.457 0.459 -0.375
C 3.2751 2.6236 -1.3970 -0.074 -0.408 0.130
C -3.3984 1.2179 -0.4555 0.428 -0.088 -0.170
C 7.2429 -2.1137 -0.0917 -0.308 0.084 -0.014
C -2.3391 -7.1153 -0.7266 0.103 0.269 0.021
H 6.7227 -2.7487 1.8818 0.073 -0.065 0.145
H -3.8954 -3.3202 -0.4898 -0.137 -0.185 -0.052
H 2.2878 5.1906 -0.2668 0.028 -0.043 0.129
C 1.8772 2.3606 -1.2205 -0.182 0.818 -0.318
C -1.0991 -3.0556 -0.4122 0.315 0.309 -0.112
C 1.2539 6.1995 -3.8389 0.057 0.156 -0.033
Cl -2.8206 -8.7649 -0.8512 -0.050 -0.113 -0.010
N 0.8561 -1.5760 -0.2972 -0.348 1.213 0.216
C 0.7105 -2.2056 5.8934 -0.032 0.017 -0.150
C 1.2667 4.5868 -2.0538 0.085 0.250 -0.107
C 5.4857 -1.1126 -1.3704 -0.128 -0.113 0.119
H -3.6680 3.9285 -1.3126 -0.154 0.116 0.008
C -1.5090 4.0206 -1.6292 -0.236 -0.252 0.174
C -3.1114 -0.1366 -0.2785 -0.473 0.399 -0.052
C 2.0055 5.4692 -1.2707 -0.165 -0.060 -0.092
C -2.5497 -6.2509 -1.7926 -0.029 -0.183 0.063
C -1.3286 -5.3438 0.5270 -0.114 0.131 -0.149
Cl 3.8528 -0.1314 4.5829 0.252 0.075 0.158
C 1.4767 -0.8618 3.5610 -0.229 -0.217 -0.133
H -1.3208 5.0028 -2.0108 -0.013 0.191 -0.074
C 2.3246 -0.9060 4.6792 -0.473 -0.129 -0.261
C 2.2051 -1.7938 -0.3471 0.372 0.105 -0.213
C 3.2023 -0.8147 -0.4039 -0.340 0.065 -0.137
C -6.8288 1.8195 0.9423 -0.229 0.048 -0.053
H 0.4153 -2.7210 6.7929 -0.030 -0.028 0.092
H 3.6926 3.5419 -1.7632 0.036 0.070 -0.059
N -1.8680 -0.7102 -0.2487 1.436 0.741 0.350
C -2.6983 3.4768 -1.2726 0.360 0.060 -0.058
C 1.2725 -3.8239 -0.5000 0.250 0.279 0.085
H -1.0924 -2.6981 4.8205 -0.108 -0.076 0.071
H 2.5983 -1.5624 6.6823 0.112 -0.020 0.116
C 0.8660 3.2676 -1.5270 -0.041 -0.326 0.151
C -6.8195 2.5341 -1.3564 -0.175 0.039 0.062
C 1.9370 -1.5630 5.8325 0.017 0.030 -0.044
C -2.0745 -2.0603 -0.3587 -0.027 -0.572 0.007
Cl -2.5460 3.4397 2.2376 -0.394 -0.160 0.161
C -4.8129 1.6265 -0.3687 -0.322 0.080 0.015
Ta 0.0141 0.3470 0.4678 -0.294 -0.580 -1.318
C -5.4923 2.1630 -1.4599 0.047 -0.116 0.121
H -4.9970 1.0076 1.6742 0.053 -0.043 0.136
H -7.3606 1.6871 1.8710 -0.042 -0.002 0.100
Cl -0.7584 -1.5234 2.2513 -0.369 0.039 0.263
H 2.9211 7.4021 -1.1514 0.061 0.081 0.059
Cl -0.7033 1.5593 4.2701 -0.430 -0.026 0.175
H -5.1709 -0.9609 -0.3832 -0.231 0.019 -0.037
C -2.4272 2.1469 -0.8226 -0.528 -0.173 0.071
C -0.1365 -2.2000 4.7972 -0.149 -0.004 -0.214
Cl -9.1319 2.8606 0.0028 -0.085 0.010 -0.021
Cl 0.4866 2.6913 1.4810 0.197 0.521 0.321
Cl 2.4268 8.6143 -3.6673 0.070 0.193 -0.063
H 0.9710 6.4896 -4.8364 -0.021 0.068 -0.154
C -3.4745 -2.3394 -0.4139 0.029 0.336 0.170
H -1.5736 -7.3384 1.2600 -0.001 -0.106 0.079
```
Positions in Å, forces in eV/Å.

Atomic partial charges in e from the Mulliken method, atoms 1 to 2: -1.0717, 0.6387

Record 2
C50H35Br2N6O2Re as an isolated structure, computed with ωB97M-V/def2-TZVPD.

Summary:
Charge ... +1
Highest occupied orbital energy (spin up / spin down) ... -9.94 / -9.84 eV
Multiplicity ... 4

```
96
Properties=species:S:1:pos:R:3:forces:R:3
H 5.7375 -0.2749 0.7119 0.009 -0.006 0.009
C 4.6668 -0.2194 0.5666 0.064 -0.017 0.015
H -0.1218 -0.2827 8.2485 -0.012 -0.008 0.019
C -1.5799 2.1152 -3.0946 -0.016 -0.057 0.011
H -2.4316 7.5369 -0.3968 -0.020 0.013 -0.001
H -1.8663 -7.6188 2.3045 -0.018 -0.022 0.019
H 5.4591 1.8772 2.1730 0.018 0.028 -0.008
N 0.0255 -1.4085 1.8625 -0.109 -0.057 0.033
C -3.8941 0.0711 -4.1203 0.005 0.043 0.006
H 3.3135 -0.8026 -2.4564 0.021 0.086 -0.110
C -1.5358 6.9443 -0.2722 -0.012 0.034 -0.007
H 1.1815 -5.1242 -0.6754 0.049 0.026 -0.041
N -0.1971 1.4254 1.6389 0.011 0.015 0.000
H -0.8493 -0.5514 5.9068 -0.043 -0.021 -0.020
C -1.1607 3.1366 -2.3175 0.021 -0.008 0.024
C 0.5884 -7.0636 0.0429 0.026 -0.018 -0.027
C 0.4807 0.1935 3.6729 -0.037 -0.063 -0.016
C -0.2971 7.5636 -0.1939 0.024 -0.035 -0.002
H 1.3104 -7.5966 -0.5604 0.017 -0.011 -0.012
Br 2.8946 1.6545 -2.5401 0.005 0.051 -0.066
C 0.9158 0.3483 5.0886 -0.036 -0.028 0.005
H -2.5932 5.0767 -0.2449 -0.048 -0.023 0.002
H -1.9780 2.1619 -4.0921 -0.007 -0.002 -0.077
N -0.8695 1.1971 -1.1142 -0.071 0.087 -0.103
C -4.6096 -0.0140 -5.3037 -0.026 0.006 -0.022
C 3.0297 -0.1271 -3.2563 0.104 -0.089 -0.090
C -2.0820 -2.8031 -2.4163 0.002 0.024 0.020
C 0.7423 -2.2955 3.8439 -0.025 0.043 -0.060
N -1.0229 -1.5814 -0.7820 -0.135 -0.155 -0.152
C 2.1374 0.9462 5.3776 -0.002 0.000 0.011
C 0.1304 1.3455 2.9812 0.043 0.022 0.006
C 0.4890 -3.3320 3.0020 -0.026 0.089 -0.126
C 3.9482 -1.2617 0.1284 -0.075 0.003 -0.039
C 1.7388 0.6481 7.7277 -0.009 -0.003 -0.040
H 3.5016 1.5536 6.9101 0.040 0.017 0.009
C -0.4036 -4.9910 0.7536 0.023 0.031 0.005
C -2.6050 -0.4452 -4.0386 0.077 -0.007 0.026
C 2.5490 1.0919 6.6924 -0.002 -0.004 0.042
C -0.4800 4.7984 -0.0213 -0.073 -0.003 0.029
C -1.6723 -1.4998 -2.0023 0.057 0.111 -0.011
H 0.6074 -4.3819 3.1949 -0.012 -0.108 0.018
C -2.0445 -1.0524 -5.1569 -0.051 -0.024 -0.010
C -1.8548 -0.3451 -2.7514 -0.106 -0.063 -0.003
H -1.9874 -5.1567 2.1885 -0.033 0.036 0.036
C 0.5162 0.0574 7.4446 0.005 0.000 0.003
C 0.7607 5.4200 0.0616 0.031 0.055 0.018
H 1.0982 -2.3424 4.8568 0.034 0.005 0.077
C 4.9761 2.0978 1.2213 0.069 0.184 0.040
H -5.6118 0.3881 -5.3560 -0.032 0.010 0.002
C 2.7509 1.2375 0.6750 0.023 -0.099 -0.394
C -0.3576 2.7584 1.3571 0.005 0.061 -0.003
C -1.6434 -3.6818 -1.4875 0.012 -0.019 -0.049
H 4.3914 -2.2150 -0.1049 -0.002 -0.047 -0.003
N 4.1103 0.9906 0.8402 -0.038 -0.093 0.106
C -0.9845 -2.9396 -0.4629 -0.059 0.092 0.106
H 2.0584 0.7639 8.7526 0.022 0.011 0.065
H -4.5999 -0.6822 -7.3397 -0.037 0.000 -0.060
C 0.4309 -1.0936 3.1430 0.110 0.042 0.041
O 2.3213 2.3643 0.7609 -0.320 0.183 0.240
H -0.2108 -8.8398 0.9356 0.002 -0.059 0.000
H -2.6383 -3.0104 -3.3122 -0.032 -0.016 -0.067
C -0.7799 2.5827 -1.0533 -0.005 -0.016 0.015
C -1.1931 -7.0770 1.6550 0.009 0.008 -0.013
Br 1.3643 -0.7579 -3.9745 0.034 0.015 0.019
C 2.5304 -1.0786 -0.0420 0.041 -0.097 0.096
Re -0.0811 -0.0984 0.2676 0.107 0.091 0.074
O 1.7674 -1.9295 -0.5012 0.070 0.051 0.006
H -0.3327 4.5866 2.6160 -0.014 0.101 0.007
C 0.0184 -2.7758 1.7748 -0.029 -0.105 -0.027
H -1.1503 4.1860 -2.5512 0.016 0.062 -0.014
C 0.0837 2.6543 3.5514 -0.022 -0.055 -0.045
N 1.9733 0.1343 0.3420 0.027 -0.115 0.033
H -0.2262 8.6393 -0.2607 0.004 0.063 -0.003
H 2.7634 1.2960 4.5673 0.038 0.020 -0.050
C -0.5477 3.3149 0.0884 0.066 0.003 0.120
H 1.8168 7.2809 0.0328 0.034 0.023 -0.002
C -0.4528 -3.5044 0.6754 0.061 0.014 0.171
H -4.3361 0.5391 -3.2502 -0.019 0.014 0.034
C 0.8504 6.8004 -0.0286 -0.034 0.022 -0.008
C -1.2617 -5.6933 1.5922 0.024 -0.042 0.002
H -1.7669 -4.7504 -1.4799 -0.022 -0.047 0.013
C -1.6285 5.5636 -0.1881 0.028 -0.011 -0.003
H -1.0501 -1.4706 -5.1040 0.077 -0.035 0.010
C -4.0427 -0.6153 -6.4171 0.046 -0.018 0.013
C -0.2656 -7.7623 0.8833 -0.027 0.019 0.013
C -0.2189 3.5203 2.5555 0.025 -0.082 -0.102
H 4.3654 2.9911 1.3170 0.080 -0.079 0.010
H 1.6470 4.8154 0.2014 0.036 -0.047 0.000
C 0.5190 -5.6809 -0.0265 -0.033 -0.005 0.052
C 0.1061 -0.0950 6.1289 0.013 0.007 0.020
C -2.7587 -1.1352 -6.3418 -0.043 0.015 -0.002
H 3.7605 -0.1087 -4.0582 -0.073 -0.022 0.090
H 0.2523 2.8751 4.5896 0.018 0.010 0.081
H -2.3115 -1.6070 -7.2051 0.016 -0.015 -0.039
C -1.4310 0.9070 -2.3390 0.032 -0.013 0.003
H 5.7322 2.2589 0.4543 0.011 0.024 0.002
```
Positions in Å, forces in eV/Å.

Atomic partial charges in e from the Mulliken method, atoms 1 to 2: 0.5341, -0.3975